1.
C7H13IN3O2 | ωB97M-V/def2-TZVPD

total charge: +1
total energy: -886.6796 a.u.
E_HOMO: -12.73 eV
Kohn-Sham gap: 0.3533 Eh

The geometry in XYZ format:
```
26
C7H13IN3O2, DFT ωB97M-V/def2-TZVPD
C -0.825 0.655 0.817
C -0.276 -0.025 -1.290
C -1.960 0.972 -0.048
C -3.163 -0.113 0.137
C -2.354 2.343 0.180
C 3.572 -0.505 0.786
C 2.509 -1.343 -0.029
N -1.447 0.599 -1.367
N 1.829 -2.221 0.642
N 2.459 -1.328 -1.346
O -0.710 0.716 2.021
O 0.166 0.132 -0.042
I 4.459 1.052 -0.385
H -2.643 -1.002 -0.327
H -4.102 0.109 -0.421
H -3.318 -0.276 1.238
H -2.836 2.269 1.086
H -3.088 2.624 -0.626
H -1.561 3.057 0.196
H 4.451 -1.054 1.325
H 3.129 0.017 1.643
H 1.279 -2.889 0.102
H 1.986 -2.197 1.596
H 2.648 -0.472 -1.785
H -1.930 0.672 -2.171
H 1.727 -1.795 -1.930
```

***

2.
C2H5Br2P | ωB97M-V/def2-TZVPD

total energy: -5568.4952 a.u.
E_HOMO: -9.50 eV
Kohn-Sham gap: 0.3532 Eh
ΔE to the lowest compared entry with this formula, charge and spin: 3.476 eV

The geometry in XYZ format:
```
10
C2H5Br2P, DFT ωB97M-V/def2-TZVPD
C -0.775 -1.740 1.055
C 0.476 1.822 -0.842
P 0.212 -1.811 -0.237
Br -1.021 1.720 0.531
Br -0.062 0.865 -2.432
H -1.721 -2.080 0.889
H -0.476 -1.406 2.139
H 0.713 2.834 -1.185
H 1.179 1.345 -0.301
H 1.476 -1.550 0.384
```

***

3.
C26H34AuBN5O4P | ωB97M-V/def2-TZVPD

total charge: +2
total energy: -2087.5025 a.u.
E_HOMO: -11.92 eV
Kohn-Sham gap: 0.2472 Eh

The geometry in XYZ format:
```
72
C26H34AuBN5O4P, DFT ωB97M-V/def2-TZVPD
Au 0.025 -0.234 0.775
C -3.979 -1.828 0.832
C -2.839 -1.127 0.439
N -1.659 -1.344 0.994
C -1.522 -2.287 1.994
C -2.645 -2.979 2.484
C -3.886 -2.731 1.862
C -2.472 -3.863 3.571
C -1.230 -4.005 4.129
C -0.099 -3.337 3.603
C -0.217 -2.521 2.501
N 0.764 -1.799 1.840
C 2.132 -1.825 1.985
C 2.929 -2.835 2.476
C 4.330 -2.664 2.572
C 4.939 -1.509 2.162
C 4.164 -0.478 1.584
C 4.717 0.713 1.065
C 3.913 1.641 0.452
C 2.543 1.393 0.359
N 1.990 0.308 0.869
C 2.772 -0.650 1.484
H -4.919 -1.626 0.338
H -2.887 -0.365 -0.324
H -4.764 -3.260 2.212
H -3.328 -4.395 3.963
H -1.096 -4.641 4.993
H 0.853 -3.449 4.102
H 2.492 -3.781 2.763
H 4.924 -3.472 2.978
H 6.010 -1.379 2.247
H 5.785 0.877 1.149
H 4.315 2.553 0.037
H 1.882 2.092 -0.133
N 2.232 -3.541 -3.058
C 1.937 -2.350 -3.925
P 1.383 -1.040 -2.719
O 2.454 -0.021 -2.520
O 0.818 -1.900 -1.627
C 0.042 -0.077 -3.565
N 0.444 1.357 -3.458
H 3.192 -3.522 -2.714
H 2.074 -4.434 -3.522
H 1.597 -3.407 -2.230
H 1.130 -2.631 -4.600
H 2.819 -2.075 -4.497
H -0.903 -0.228 -3.048
H -0.076 -0.351 -4.611
H 0.275 1.888 -4.310
H 1.461 1.342 -3.225
H -0.058 1.800 -2.657
C -3.794 2.517 -0.238
C -2.485 3.121 0.247
C -2.749 4.275 1.192
O -1.772 2.070 0.973
B -0.913 1.466 0.122
O -0.828 2.128 -1.096
C -1.496 3.441 -0.909
C -0.407 4.424 -0.510
C -2.144 3.849 -2.214
H -4.340 2.128 0.621
H -3.623 1.698 -0.940
H -4.416 3.266 -0.727
H -3.453 3.958 1.960
H -3.191 5.114 0.653
H -1.839 4.612 1.683
H 0.065 4.135 0.431
H -0.815 5.427 -0.397
H 0.357 4.460 -1.288
H -2.802 3.075 -2.606
H -1.379 4.079 -2.959
H -2.732 4.756 -2.070
```

***

4.
C6H4F4O3 | ωB97M-V/def2-TZVPD

total energy: -856.1579 a.u.
E_HOMO: -9.83 eV
Kohn-Sham gap: 0.3852 Eh
ΔE to the lowest compared entry with this formula, charge and spin: 0.000 eV

The geometry in XYZ format:
```
17
C6H4F4O3, DFT ωB97M-V/def2-TZVPD
C -2.239 1.088 -0.559
C -1.153 0.539 0.055
C -2.636 -1.061 -0.013
C 2.353 -0.941 0.353
C 0.247 0.992 0.478
C 1.599 0.001 -0.583
O -3.038 -2.133 0.205
O -3.156 0.006 -0.607
O -1.359 -0.778 0.406
F 0.411 2.350 0.391
F 0.540 0.751 1.772
F 2.376 0.893 -1.073
F 0.971 -0.537 -1.620
H -2.548 2.034 -0.859
H 1.913 -1.903 0.387
H 3.346 -0.857 -0.027
H 2.375 -0.442 1.295
```

***

The highest Kohn-Sham gap belongs to which entry? C6H4F4O3